# C5H12NO2

The ion C5H12NO2 with charge -1 at a distorted geometry (ωB97M-V/def2-TZVPD, the Open Molecules 2025 dataset).

```
20
Properties=species:S:1:pos:R:3:forces:R:3
H 2.24893 1.25628 0.59882 0.14 -0.80 0.21
H 0.02963 -2.31997 0.60224 2.13 -0.12 1.34
O -1.27082 -2.17819 -0.76007 -0.44 -0.45 -1.00
O 1.63718 1.85529 2.39221 0.78 0.27 5.23
H -1.81971 0.38119 -1.02084 -0.11 -0.27 -0.45
C -0.60784 -1.56500 0.23088 -2.79 1.82 -1.58
H 0.01381 2.02106 0.55316 0.11 -1.01 0.28
C -0.72146 -0.34271 -2.73800 -0.90 -2.05 3.90
H -1.39908 -1.29795 1.01836 0.91 0.23 0.33
H 0.05778 -1.18531 -2.52291 -1.35 1.61 -0.66
C -0.05914 -0.07169 -0.30651 -0.28 -0.64 3.28
H -0.39325 0.37798 -3.47116 -0.29 0.01 -0.50
H 0.92557 -0.10025 -0.68291 1.40 -0.59 -0.69
H -1.72743 -0.96952 -2.84562 2.22 1.64 -0.31
H -0.51432 0.84350 1.84545 0.43 -0.22 -1.44
C 0.12699 0.95800 0.90750 0.43 -1.25 -0.47
N -0.86066 0.45452 -1.34663 -0.62 -0.32 -2.55
C 1.61058 0.85168 1.40197 -1.61 1.41 0.13
H 1.99634 -0.01057 1.94918 -0.31 -0.77 -1.24
H 1.58066 1.42350 3.37055 0.14 1.51 -3.80
```
Forces are in eV/Å.

## Properties
- E_LUMO (hartree) = 0.1219
- SMILES = CN[C@H](C[O-])CCO
- F_max (eV Å⁻¹) = 5.29
- energy relative to the best compared isomer or geometry (same formula, charge and spin) (kcal/mol) = 125.8
- HOMO-LUMO gap (eV) = 5.377
- net charge = -1

These are the Löwdin partial charges, in e, on atoms 1 to 2:
1. H 0.111
2. H 0.047